No. 1
{"formula": "C6H9N", "method": "the ωB97M-V functional and the def2-TZVPD basis", "species": ["H", "C", "C", "C", "C", "H", "H", "H", "H", "H", "N", "C", "C", "H", "H", "H"], "positions_angstrom": [[0.249, -0.477, 1.932], [1.116, 0.197, -1.231], [-0.713, 1.160, 0.062], [-1.980, 0.765, 0.130], [-0.997, -1.167, 0.058], [-2.882, 1.458, 0.048], [-0.858, -2.275, -0.109], [1.280, -1.554, 1.020], [0.588, 0.643, -2.072], [1.988, 0.877, -0.785], [-2.140, -0.639, 0.217], [0.958, -0.463, 1.134], [0.167, -0.084, -0.083], [1.736, -0.559, -1.690], [-0.390, 2.089, -0.081], [1.877, 0.028, 1.452]], "charge": 0, "smiles": "CC1(C)C=CN=C1", "relative_energy_ev": 2.3183, "orbital_gap_ev": 10.06}

***

No. 2
{"formula": "C6H9N", "method": "the ωB97M-V functional and the def2-TZVPD basis", "species": ["H", "H", "C", "H", "H", "C", "H", "C", "C", "C", "H", "N", "C", "H", "H", "H"], "positions_angstrom": [[0.160, -1.033, -1.587], [-0.752, 1.412, -1.603], [1.815, -0.736, -0.308], [-2.523, 0.282, -0.051], [-1.177, -1.245, 1.952], [-2.153, -0.878, 1.542], [0.035, 0.321, 1.146], [0.382, -0.967, -0.514], [2.965, -0.475, -0.062], [-0.361, 1.486, -0.581], [0.677, 1.825, -0.618], [-1.800, -0.204, 0.474], [-0.411, 0.167, 0.162], [-0.945, 2.231, -0.031], [3.989, -0.256, 0.145], [0.100, -1.928, -0.065]], "charge": 0, "relative_energy_ev": 4.2331, "orbital_gap_ev": 9.28}

***

No. 3
{"formula": "C6H9N", "method": "the ωB97M-V functional and the def2-TZVPD basis", "species": ["N", "C", "H", "C", "C", "H", "H", "H", "H", "H", "C", "H", "C", "H", "C", "H"], "positions_angstrom": [[0.892, -0.540, -0.228], [1.903, 0.436, 0.168], [-1.969, 0.035, 1.606], [-0.266, -0.116, -1.052], [-1.157, -1.126, -0.258], [-0.424, 1.931, -0.021], [2.874, 0.173, -0.266], [-1.902, 1.313, -0.824], [2.014, 0.441, 1.259], [-1.793, -1.954, -0.542], [-0.989, 1.030, -0.290], [1.654, 1.460, -0.144], [-1.283, -0.022, 0.767], [-0.122, -0.069, -2.133], [-0.081, -0.984, 0.753], [0.175, -1.633, 1.584]], "charge": 0, "relative_energy_ev": 3.3351, "orbital_gap_ev": 9.53}

***

No. 4
{"formula": "C6H9N", "method": "the ωB97M-V functional and the def2-TZVPD basis", "species": ["H", "C", "C", "C", "H", "H", "H", "N", "H", "C", "H", "H", "H", "C", "C", "H"], "positions_angstrom": [[2.160, 0.780, 0.773], [1.551, -0.942, -0.491], [0.357, -0.103, -0.184], [-1.026, -0.649, 0.066], [-0.167, 0.952, -2.029], [1.422, -2.015, -0.358], [-0.115, 2.085, -0.645], [-1.673, 0.502, -0.645], [1.413, -0.589, 1.725], [-0.312, 1.045, -0.948], [-1.356, -1.665, -0.153], [2.226, -0.667, -1.297], [-1.349, 1.019, 1.518], [-1.824, 0.332, 0.813], [1.520, -0.100, 0.760], [-2.827, 0.017, 1.095]], "charge": 0, "smiles": "C1[C@H]2N1CC21CC1", "relative_energy_ev": 3.1523, "orbital_gap_ev": 9.99}

***

No. 5
{"formula": "C6H9N", "method": "the ωB97M-V functional and the def2-TZVPD basis", "species": ["H", "C", "H", "C", "N", "H", "H", "C", "H", "C", "C", "H", "H", "H", "C", "H"], "positions_angstrom": [[1.552, -0.903, 1.133], [-1.655, -0.171, 0.952], [-1.810, -0.831, 1.800], [1.738, 1.264, -0.078], [1.506, 0.035, -0.824], [-2.019, -0.279, -1.268], [0.896, -1.944, -0.158], [-1.551, -0.777, -0.424], [2.235, 2.014, -0.689], [0.963, -0.919, 0.209], [0.355, 0.963, -0.495], [-0.142, 1.607, -1.219], [-1.535, -1.862, -0.498], [2.102, 1.197, 0.945], [-0.352, -0.150, 0.217], [-2.196, 0.771, 1.024]], "charge": 0, "smiles": "C1[C@H]2N1CC21CC1", "relative_energy_ev": 3.3145, "orbital_gap_ev": 10.00}

***

No. 6
{"formula": "C6H9N", "method": "the ωB97M-V functional and the def2-TZVPD basis", "species": ["H", "C", "C", "H", "H", "C", "H", "C", "H", "H", "N", "H", "H", "C", "H", "C"], "positions_angstrom": [[-2.658, -0.245, -0.696], [0.448, 0.788, 1.306], [0.843, -0.680, 0.931], [1.856, -0.910, 1.275], [1.618, 1.271, 0.823], [-1.735, -0.797, -0.485], [1.238, -1.049, -1.317], [0.774, -0.394, -0.573], [-1.762, -1.107, 0.572], [1.667, 1.842, -0.918], [-0.612, 0.053, -0.844], [0.160, -1.442, 1.320], [-1.727, -1.694, -1.114], [-0.314, 1.186, 0.037], [-0.933, 2.080, 0.009], [1.138, 1.098, -0.326]], "charge": 0, "relative_energy_ev": 5.8610, "orbital_gap_ev": 9.35}

***

No. 7
{"formula": "C6H9N", "method": "the ωB97M-V functional and the def2-TZVPD basis", "species": ["H", "C", "H", "H", "C", "H", "N", "H", "H", "H", "C", "C", "C", "H", "H", "C"], "positions_angstrom": [[0.699, -2.203, 0.772], [1.085, -1.493, 0.026], [-0.205, -0.913, -2.394], [-1.881, -0.111, 1.375], [-0.245, 0.915, 0.258], [1.040, 2.395, 1.117], [-0.573, -0.292, -1.669], [-0.692, 2.652, 1.430], [0.001, 2.992, -0.174], [1.865, -0.926, 0.532], [-1.123, -0.029, 0.603], [-0.724, -1.025, -0.437], [0.517, 0.173, -0.848], [-1.011, -2.067, -0.519], [1.528, -2.050, -0.804], [0.035, 2.312, 0.687]], "charge": 0, "relative_energy_ev": 6.4379, "orbital_gap_ev": 8.96}

***

No. 8
{"formula": "C6H9N", "method": "the ωB97M-V functional and the def2-TZVPD basis", "species": ["H", "H", "C", "H", "C", "H", "H", "C", "H", "C", "N", "H", "H", "C", "C", "H"], "positions_angstrom": [[0.575, 1.347, 1.932], [1.358, 1.026, 0.383], [-0.798, 0.737, 0.392], [0.460, -1.773, -1.966], [0.260, -1.425, 1.117], [-1.818, -1.170, 0.892], [0.561, -0.130, -2.575], [-0.886, -0.788, 0.473], [-1.032, 0.856, -0.781], [0.468, -0.717, -1.657], [1.169, -1.939, 1.616], [0.406, 2.510, 0.601], [1.372, -0.590, -1.041], [-0.886, -0.543, -1.007], [0.460, 1.445, 0.847], [-1.726, 1.185, 0.754]], "charge": 0, "relative_energy_ev": 4.1172, "orbital_gap_ev": 9.41}

***

No. 9
{"formula": "C6H9N", "method": "the ωB97M-V functional and the def2-TZVPD basis", "species": ["C", "N", "H", "H", "H", "H", "H", "C", "C", "C", "C", "H", "H", "C", "H", "H"], "positions_angstrom": [[2.147, 0.487, 0.070], [-0.302, -1.230, -0.349], [3.035, 1.050, 0.353], [1.776, -1.491, -0.714], [-2.931, -1.222, -0.362], [-1.072, 1.930, 0.266], [-0.841, -2.091, -0.407], [-2.540, -0.307, 0.095], [-1.038, -0.223, -0.077], [-0.395, 1.086, 0.106], [0.936, 1.328, 0.123], [1.194, 2.373, 0.306], [-2.792, -0.320, 1.161], [2.438, -0.789, -0.233], [3.440, -1.130, 0.020], [-3.056, 0.547, -0.358]], "charge": 0, "smiles": "[H]/N=C(C)/C=C\\C=C", "relative_energy_ev": 1.9811, "orbital_gap_ev": 9.05}

***

No. 10
{"formula": "C6H9N", "method": "the ωB97M-V functional and the def2-TZVPD basis", "species": ["H", "H", "H", "H", "C", "N", "C", "H", "C", "H", "H", "C", "H", "C", "C", "H"], "positions_angstrom": [[1.241, 2.325, 0.217], [3.251, -1.261, 0.218], [-3.015, 0.658, -0.210], [-2.996, -1.101, -0.469], [-1.047, -0.261, -0.054], [-0.347, -1.321, -0.230], [-0.402, 1.059, 0.003], [3.125, 0.516, 0.140], [-2.554, -0.282, 0.108], [-2.810, -0.434, 1.164], [-0.954, -2.143, -0.238], [2.517, -0.564, -0.192], [-1.055, 1.924, -0.086], [1.913, 0.344, 0.655], [0.917, 1.283, 0.203], [2.217, -0.741, -1.230]], "charge": 0, "relative_energy_ev": 4.6745, "orbital_gap_ev": 8.46}

***

No. 11
{"formula": "C6H9N", "method": "the ωB97M-V functional and the def2-TZVPD basis", "species": ["H", "C", "H", "H", "N", "H", "C", "C", "H", "H", "C", "H", "C", "H", "H", "C"], "positions_angstrom": [[-2.779, -0.458, -1.017], [-2.656, -0.227, 0.049], [-3.285, -0.918, 0.621], [-1.253, 2.086, 0.271], [0.008, -0.945, 0.219], [0.180, -1.918, 0.472], [0.740, 1.145, 0.010], [1.135, -0.160, 0.022], [2.954, -1.438, 0.306], [2.751, -0.737, -1.306], [2.569, -0.567, -0.237], [3.201, 0.284, 0.048], [-0.646, 1.191, 0.255], [-3.144, 0.761, 0.156], [1.379, 1.975, -0.240], [-1.153, -0.075, 0.370]], "charge": 0, "smiles": "Cc1ccc(C)[nH]1", "relative_energy_ev": 0.8764, "orbital_gap_ev": 8.78}

***

No. 12
{"formula": "C6H9N", "method": "the ωB97M-V functional and the def2-TZVPD basis", "species": ["H", "H", "H", "H", "C", "C", "H", "C", "H", "C", "H", "C", "H", "H", "N", "C"], "positions_angstrom": [[-2.083, -0.299, 1.611], [-1.457, -1.965, -0.736], [1.996, -1.700, 1.224], [-0.994, 2.029, 0.186], [1.790, 0.691, -0.168], [-1.429, 1.084, -0.163], [2.419, 0.539, 0.701], [-1.053, -1.042, -0.344], [-2.404, 1.263, -0.621], [-1.419, -0.126, 0.772], [-0.345, 0.420, -2.122], [-0.518, 0.224, -1.062], [2.120, 1.307, -0.998], [2.744, -1.763, 1.134], [0.653, 0.132, -0.183], [-0.019, -0.796, 0.768]], "charge": 0, "relative_energy_ev": 6.7681, "orbital_gap_ev": 7.97}

***

No. 13
{"formula": "C6H9N", "method": "the ωB97M-V functional and the def2-TZVPD basis", "species": ["H", "C", "C", "H", "H", "C", "H", "H", "C", "H", "C", "H", "H", "H", "N", "C"], "positions_angstrom": [[0.438, -2.091, -0.353], [0.568, 0.104, 1.271], [-0.410, -1.444, -0.575], [3.278, 0.989, -0.022], [-3.015, 1.593, -0.356], [-0.131, -0.036, -0.076], [-1.300, -1.854, -0.092], [2.439, 0.873, -1.650], [1.277, 0.393, 0.012], [-2.628, 0.199, 0.812], [-2.291, 0.881, 0.017], [-0.574, -1.429, -1.653], [0.808, -0.794, 1.824], [0.300, 0.942, 1.902], [-1.140, 0.906, -0.480], [2.381, 0.768, -0.579]], "charge": 0, "relative_energy_ev": 1.4408, "orbital_gap_ev": [6.36, 8.05], "multiplicity": 3}

***

No. 14
{"formula": "C6H9N2", "method": "the ωB97M-V functional and the def2-TZVPD basis", "species": ["H", "H", "H", "N", "C", "H", "C", "H", "H", "H", "H", "C", "C", "C", "H", "N", "C"], "positions_angstrom": [[-0.130, -3.058, -1.199], [-1.082, 2.128, 0.628], [-0.557, -1.659, 2.448], [0.818, 0.077, -2.004], [-0.681, 1.136, 0.458], [1.170, -0.651, -2.670], [-0.639, -1.128, 1.540], [0.942, 2.443, -0.419], [-1.266, 0.483, -0.302], [-0.648, 0.573, 2.624], [1.449, 1.331, 0.844], [0.828, 1.365, -0.016], [-0.654, 0.273, 1.653], [-0.389, -1.809, 0.414], [-0.172, 0.361, -2.397], [-0.457, -2.298, -0.660], [1.467, 0.432, -0.941]], "charge": 1, "relative_energy_ev": 5.8929, "orbital_gap_ev": [5.92, 5.92]}

***

No. 15
{"formula": "C6H9N2", "method": "the ωB97M-V functional and the def2-TZVPD basis", "species": ["H", "N", "C", "H", "C", "H", "C", "C", "H", "C", "H", "N", "C", "H", "H", "H", "H"], "positions_angstrom": [[-1.252, 2.189, -0.723], [-0.428, -0.837, -0.447], [-0.891, 0.367, -2.644], [0.263, 2.107, 2.650], [0.831, -2.077, 1.171], [1.945, 1.456, 2.327], [0.841, 1.346, 2.093], [0.150, -0.774, 0.691], [-0.975, 1.457, -2.881], [-0.778, 0.286, -1.087], [1.595, -1.754, 1.854], [-1.188, 1.254, -0.364], [0.543, 0.351, 1.352], [-1.813, -0.071, -2.902], [-0.008, -0.032, -3.115], [0.094, -2.605, 1.783], [1.072, -2.664, 0.242]], "charge": 1, "relative_energy_ev": 5.7095, "orbital_gap_ev": 7.43}

***

No. 16
{"formula": "C6H9N2", "method": "the ωB97M-V functional and the def2-TZVPD basis", "species": ["H", "H", "C", "H", "C", "H", "C", "N", "C", "H", "H", "H", "C", "N", "H", "C", "H"], "positions_angstrom": [[-2.725, 0.162, -1.180], [2.514, -1.611, -0.494], [2.608, -0.627, -0.333], [-3.121, 0.298, 0.534], [0.054, -0.144, 0.687], [-1.561, -1.463, 0.833], [-0.021, 1.312, 0.319], [1.415, 1.412, 0.220], [-1.144, -0.776, 0.038], [-1.812, 1.547, -0.309], [0.139, -0.343, 1.723], [-0.993, -1.514, -0.827], [-2.392, 0.137, -0.163], [-0.875, 1.993, -0.288], [3.452, -0.420, 0.379], [1.467, 0.166, 0.127], [2.994, -0.128, -1.267]], "charge": 1, "relative_energy_ev": 6.7495, "orbital_gap_ev": [7.88, 7.88]}